Density functional theory data (ωB97M-V/def2-TZVPD) for 2 unconnected molecules or ions with the total composition C6H17N2 in a non-equilibrium geometry.

Output
Orbital gap (hartree): 0.1880
Charge: +1
Energy above the lowest of the compared OMol25 structures with the same formula, charge and spin (kcal/mol): 120.6
LUMO (eV): -7.6
HOMO level (eV): -12.7

Each line ends with the Mulliken charge.
Atoms and positions in Å:
N 3.102 -0.257 -1.216  -0.624
C 2.064 -0.308 -0.151  0.875
C 2.674 -0.337 1.232  -1.444
C 1.199 0.897 -0.373  -0.737
N -2.798 -0.630 -0.166  -0.358
C -1.892 0.489 -0.390  0.297
C -2.191 1.679 0.574  -1.157
C -2.102 -1.953 0.051  -0.919
H 2.548 0.121 -1.995  0.303
H -3.320 -0.883 -1.001  0.278
H 3.675 0.565 -1.019  0.306
H 1.447 -1.222 -0.294  0.265
H 3.544 -0.997 1.205  0.387
H 3.031 0.647 1.573  0.383
H 2.018 -0.699 2.025  0.383
H 1.288 1.648 0.447  0.347
H 1.218 1.300 -1.381  0.379
H -1.994 0.912 -1.386  0.421
H -0.830 0.139 -0.259  -0.372
H -1.831 2.584 0.075  0.312
H -3.265 1.738 0.688  0.402
H -1.676 1.475 1.502  0.306
H -2.880 -2.713 0.112  0.333
H -1.529 -1.937 0.978  0.312
H -1.501 -2.259 -0.831  0.320

Density functional theory data (ωB97M-V/def2-TZVPD) for a molecular structure, C5H11NO in a non-equilibrium geometry.

Output
Orbital gap (hartree): 0.3757
Energy above the lowest of the compared OMol25 structures with the same formula, charge and spin (kcal/mol): 79.3
LUMO (eV): 0.6
HOMO level (eV): -9.6

Each line ends with the Mulliken charge.
Atoms and positions in Å:
C -0.558 -0.199 -2.980  -0.707
N 0.579 -0.105 -1.454  -0.556
C -0.221 0.152 -0.339  0.595
O -1.403 0.451 -0.323  -0.607
C 0.571 -0.054 0.979  0.630
C 0.526 1.250 1.781  -1.401
C -0.073 -1.216 1.745  -1.409
H -0.052 -0.960 -3.567  0.261
H -0.754 0.697 -3.613  0.320
H -1.462 -0.484 -2.471  0.304
H 0.404 0.558 -2.279  0.261
H 1.618 -0.307 0.764  0.210
H -0.514 1.538 1.964  0.301
H 1.018 2.065 1.237  0.355
H 1.033 1.135 2.746  0.390
H 0.417 -1.366 2.715  0.389
H -1.133 -1.004 1.917  0.303
H 0.004 -2.151 1.178  0.358

Density functional theory data (ωB97M-V/def2-TZVPD) for a molecular structure, C16H41CaO8 in a non-equilibrium geometry.

Output
Orbital gap (spin up / spin down) (hartree): 0.1871 / 0.3635
Multiplicity: 2
LUMO (spin up / spin down) (eV): 0.4 / 0.1
HOMO level (spin up / spin down) (eV): -4.7 / -9.8

Each line ends with the Mulliken charge.
Atoms and positions in Å:
Ca -2.237 0.119 -1.980  0.107
O 0.694 0.597 1.002  -0.514
C -0.136 0.521 0.015  0.739
O -1.233 1.087 -0.007  -0.760
O -0.027 -0.348 -0.883  -0.476
H 1.239 -0.154 0.755  0.319
C -2.110 4.535 1.274  -1.428
C -1.510 4.705 -0.054  0.606
C -0.050 4.985 -0.025  -1.276
O -1.861 3.523 -0.789  -0.480
H -2.182 5.440 1.877  0.414
H -1.637 3.847 1.975  0.279
H -3.073 4.035 1.178  0.402
H -2.065 5.443 -0.633  0.297
H 0.171 5.996 0.317  0.429
H 0.221 4.899 -1.078  0.318
H 0.573 4.333 0.587  0.229
H -1.676 2.797 -0.189  0.355
C -1.997 -4.216 -0.754  -1.065
C -2.948 -3.075 -0.435  0.387
C -2.470 -2.538 0.923  -0.885
O -3.056 -2.100 -1.396  -0.160
H -0.995 -3.789 -0.730  0.064
H -2.137 -4.555 -1.780  0.402
H -2.005 -5.112 -0.133  0.401
H -3.949 -3.491 -0.323  0.313
H -1.609 -1.927 0.652  -0.115
H -2.310 -3.308 1.677  0.454
H -3.238 -1.933 1.406  0.284
H -3.422 -2.565 -2.152  0.298
C 5.360 0.564 -2.487  -1.269
C 4.384 1.691 -2.542  0.808
C 3.290 1.636 -1.447  -1.040
O 5.030 2.946 -2.663  -0.575
H 4.952 -0.399 -2.794  0.201
H 5.698 0.400 -1.463  0.346
H 6.196 0.769 -3.154  0.381
H 3.850 1.603 -3.488  0.101
H 3.330 2.548 -0.851  0.431
H 3.302 0.690 -0.907  -0.016
H 2.357 1.802 -1.984  0.357
H 4.393 3.646 -2.504  0.289
C 2.386 -2.665 -0.933  -0.953
C 2.261 -2.587 -2.430  0.882
C 1.664 -3.852 -2.989  -1.462
O 1.421 -1.510 -2.873  -0.547
H 2.967 -3.553 -0.684  0.482
H 1.389 -2.767 -0.504  -0.011
H 2.906 -1.835 -0.457  0.197
H 3.234 -2.424 -2.893  0.051
H 0.574 -3.839 -3.017  0.268
H 2.085 -4.754 -2.545  0.356
H 1.912 -4.045 -4.033  0.385
H 1.007 -1.135 -2.092  0.433
C -1.483 0.460 3.451  -0.913
C -2.366 0.176 4.699  0.515
C -3.733 -0.444 4.434  -1.298
O -1.821 -0.970 5.359  -0.581
H -0.494 0.744 3.812  0.418
H -1.911 1.230 2.808  0.177
H -1.310 -0.399 2.803  0.109
H -2.497 0.988 5.414  0.313
H -3.986 0.078 3.511  0.319
H -4.470 -0.350 5.231  0.326
H -3.803 -1.464 4.056  0.280
H -1.038 -0.729 5.860  0.298

Density functional theory data (ωB97M-V/def2-TZVPD) for a single C3H4O3S molecule in a non-equilibrium geometry.

Output
Orbital gap (hartree): 0.3552
Energy above the lowest of the compared OMol25 structures with the same formula, charge and spin (kcal/mol): 149.3
SMILES: C#CS(=O)(=O)OC
LUMO (eV): -0.8
HOMO level (eV): -10.5

Each line ends with the Mulliken charge.
Atoms and positions in Å:
C 1.334 -2.210 -0.047  0.195
C 1.271 -1.152 0.506  -0.502
S 1.053 0.633 0.723  1.118
O 1.434 1.045 2.010  -0.486
O 1.524 1.284 -0.427  -0.467
O -1.014 0.585 0.690  -0.443
C -1.578 0.682 -0.532  -0.597
H 0.975 -3.215 -0.284  0.343
H -2.509 1.171 -0.304  0.282
H -1.466 -0.203 -1.123  0.284
H -1.024 1.380 -1.212  0.274

Density functional theory data (ωB97M-V/def2-TZVPD) for a molecular structure, C42H48BrF3N3O8PRbS2Sb in a non-equilibrium geometry.

Output
Orbital gap (hartree): 0.2409
Charge: -2
Energy above the lowest of the compared OMol25 structures with the same formula, charge and spin (kcal/mol): 0.0
LUMO (eV): 3.6
HOMO level (eV): -3.0

Each line ends with the Mulliken charge.
Atoms and positions in Å:
Rb -0.131 1.093 -1.280  1.080
C -4.925 -0.381 -1.630  -1.040
C -3.620 -0.173 -1.151  -0.413
N -2.804 -1.148 -0.821  1.316
C -3.246 -2.410 -0.923  -0.412
C -4.539 -2.730 -1.377  1.547
C -5.383 -1.664 -1.742  -1.400
C -4.955 -4.097 -1.463  -0.882
C -4.123 -5.101 -1.110  -0.954
C -2.800 -4.820 -0.638  1.386
C -1.907 -5.835 -0.257  -0.787
C -0.656 -5.498 0.191  -1.032
C -0.313 -4.137 0.256  -0.055
N -1.124 -3.168 -0.093  0.221
C -2.351 -3.486 -0.540  -0.316
H -5.532 0.471 -1.907  0.519
H -3.243 0.836 -1.049  0.371
H -6.380 -1.878 -2.110  0.384
H -5.956 -4.306 -1.823  0.392
H -4.437 -6.136 -1.178  0.359
H -2.220 -6.871 -0.324  0.374
H 0.061 -6.251 0.492  0.420
H 0.666 -3.831 0.613  0.192
O 4.632 1.167 -0.392  -0.872
S 3.425 1.936 -0.682  1.239
O 3.519 2.720 -1.902  -0.733
O 2.212 1.143 -0.578  -0.041
C 3.313 3.154 0.657  -0.209
C 4.505 3.382 1.336  -0.764
C 4.593 4.310 2.361  -0.613
C 3.467 5.031 2.722  -0.642
C 2.272 4.809 2.055  -0.764
C 2.170 3.878 1.024  -0.062
S 0.480 3.688 0.370  1.142
O 0.559 3.584 -1.076  -0.707
O -0.219 4.878 0.836  -0.820
O -0.011 2.462 1.004  -0.238
H 5.366 2.797 1.040  0.518
H 5.536 4.463 2.874  0.363
H 3.509 5.763 3.521  0.361
H 1.380 5.361 2.318  0.487
Br 3.594 -2.854 4.729  -0.265
C 3.211 -2.306 2.946  -0.507
C 4.237 -2.153 2.028  -0.223
C 3.896 -1.756 0.748  -0.729
C 2.556 -1.534 0.448  -0.434
N 1.582 -1.677 1.342  0.440
C 1.903 -2.054 2.575  0.243
H 5.266 -2.324 2.313  0.405
H 4.650 -1.566 -0.002  0.394
H 2.278 -1.192 -0.540  0.649
H 1.093 -2.159 3.289  0.197
C 4.221 1.111 -4.777  -1.324
Sb 2.321 0.469 -3.950  0.750
C 1.330 2.304 -4.467  -1.188
C 1.804 -0.566 -5.797  -1.275
H 4.091 1.440 -5.810  0.372
H 4.939 0.288 -4.753  0.366
H 4.597 1.930 -4.164  0.311
H 1.594 2.560 -5.495  0.477
H 1.666 3.085 -3.785  0.355
H 0.247 2.206 -4.387  0.276
H 1.776 0.136 -6.634  0.369
H 0.829 -1.039 -5.686  0.181
H 2.559 -1.328 -6.008  0.382
F -3.275 0.993 -5.465  -0.293
C -2.530 -0.022 -4.985  0.471
F -1.796 -0.479 -6.017  -0.268
F -3.402 -1.016 -4.665  -0.254
C -1.672 0.369 -3.724  0.786
O -2.137 1.305 -3.057  -0.742
O -0.681 -0.351 -3.536  -0.680
C -1.014 2.820 3.885  -1.852
C -1.608 1.488 4.378  2.451
C -2.552 1.780 5.545  -1.888
C -0.453 0.600 4.853  -1.982
P -2.333 0.708 2.824  0.302
C -3.678 1.903 2.446  0.746
C -4.911 2.020 3.089  -0.236
C -5.838 2.970 2.682  -0.781
C -5.536 3.834 1.635  -0.699
C -4.305 3.742 1.001  -0.705
C -3.388 2.779 1.403  -0.735
C -3.200 -0.908 3.307  2.835
C -2.156 -1.998 2.997  -1.987
C -3.693 -1.094 4.744  -2.102
C -4.377 -1.114 2.348  -2.224
H -0.367 3.234 4.666  0.631
H -1.799 3.550 3.677  0.313
H -0.430 2.694 2.969  0.028
H -2.026 2.404 6.276  0.529
H -2.884 0.876 6.060  0.330
H -3.430 2.337 5.213  0.261
H 0.073 1.092 5.677  0.537
H 0.263 0.439 4.043  0.276
H -0.798 -0.371 5.212  0.319
H -5.159 1.358 3.911  0.224
H -6.796 3.039 3.187  0.410
H -6.257 4.580 1.319  0.341
H -4.044 4.416 0.195  0.538
H -2.422 2.716 0.927  0.378
H -1.273 -1.904 3.634  0.023
H -1.823 -1.933 1.957  0.404
H -2.593 -2.989 3.168  0.648
H -2.870 -1.079 5.462  0.363
H -4.184 -2.071 4.829  0.514
H -4.418 -0.332 5.040  0.264
H -4.104 -0.839 1.329  0.421
H -5.250 -0.525 2.636  0.286
H -4.663 -2.172 2.345  0.661

Density functional theory data (ωB97M-V/def2-TZVPD) for a molecular structure, C31H20AuCl5P2S2.

Output
Orbital gap (spin up / spin down) (hartree): 0.3017 / 0.2433
Multiplicity: 3
Energy above the lowest of the compared OMol25 structures with the same formula, charge and spin (kcal/mol): 0.0
LUMO (spin up / spin down) (eV): 0.0 / -2.1
HOMO level (spin up / spin down) (eV): -8.2 / -8.7

Each line ends with the Mulliken charge.
Atoms and positions in Å:
Au -1.821 -1.154 -1.283  0.487
S 0.331 -2.175 -2.152  -0.476
P 1.099 -0.674 -1.032  0.871
C -0.373 0.177 -0.639  -0.585
P -0.740 1.782 -0.021  1.122
S -1.253 2.961 -1.491  -0.416
C 0.703 2.400 0.896  0.310
C 0.854 2.219 2.268  -0.151
C 2.007 2.656 2.905  -0.761
C 3.018 3.264 2.176  -0.501
C 2.867 3.460 0.809  -0.762
C 1.709 3.041 0.173  -0.443
C -2.033 1.479 1.207  0.016
C -2.094 0.263 1.886  0.036
C -3.097 0.038 2.814  -0.836
C -4.041 1.026 3.065  -0.481
C -3.986 2.234 2.385  -0.650
C -2.985 2.461 1.451  -0.552
C 1.888 -1.279 0.474  0.509
C 1.628 -2.572 0.919  -0.662
C 2.161 -3.006 2.124  -0.691
C 2.950 -2.154 2.881  -0.587
C 3.209 -0.863 2.439  -0.887
C 2.679 -0.420 1.240  0.028
C 2.305 0.313 -1.929  0.634
C 1.818 1.220 -2.870  -0.620
C 2.704 1.999 -3.595  -0.726
C 4.072 1.868 -3.391  -0.466
C 4.558 0.951 -2.469  -0.777
C 3.676 0.170 -1.737  -0.196
H 0.069 1.750 2.847  0.402
H 2.113 2.521 3.974  0.438
H 3.918 3.601 2.675  0.398
H 3.644 3.952 0.239  0.451
H 1.569 3.223 -0.886  0.459
H -1.366 -0.514 1.676  0.557
H -3.151 -0.910 3.331  0.442
H -4.829 0.848 3.785  0.387
H -4.731 2.997 2.572  0.407
H -2.945 3.389 0.894  0.370
H 1.010 -3.230 0.321  0.456
H 1.960 -4.013 2.466  0.430
H 3.367 -2.496 3.820  0.402
H 3.823 -0.195 3.030  0.466
H 2.888 0.587 0.900  0.550
H 0.751 1.333 -3.018  0.492
H 2.326 2.713 -4.315  0.420
H 4.762 2.481 -3.957  0.412
H 5.624 0.844 -2.318  0.432
H 4.057 -0.542 -1.016  0.504
Cl -3.146 -1.342 -4.337  -0.206
C -3.753 -2.515 -3.211  0.648
C -3.261 -2.498 -1.911  -1.215
C -3.766 -3.457 -1.042  0.775
Cl -3.176 -3.479 0.597  -0.184
C -4.719 -4.395 -1.427  -0.326
Cl -5.315 -5.561 -0.310  -0.193
C -5.188 -4.383 -2.738  0.665
Cl -6.362 -5.534 -3.244  -0.183
C -4.704 -3.437 -3.639  -0.255
Cl -5.280 -3.421 -5.260  -0.185

What are the calculated total energy values for these records? In order: -9466.806; -8898.261; -52074.596; -20147.900; -181535.879; -139024.311 eV.